Entry 1
2 unconnected molecules or ions with the total composition C3H11NO, computed with ωB97M-V with the def2-TZVPD basis set.

```
16
Properties=species:S:1:pos:R:3:lowdin_charge:R:1
C 0.451 -1.198 0.817 -0.1141
N -0.356 -1.045 -2.168 0.0258
H -0.583 -1.249 0.499 0.0631
H 0.566 -1.135 1.906 0.0921
H 1.063 -2.055 0.552 0.0891
H -0.101 -1.471 -3.059 0.0137
H -0.317 -1.889 -1.617 -0.0097
H 0.451 -0.487 -1.911 0.0035
C 0.591 1.283 0.514 -0.2711
O 1.047 -0.028 0.267 -0.2354
C -0.917 1.409 0.784 -0.0736
H 1.204 1.757 1.287 0.1088
H 0.783 1.915 -0.357 0.1089
H -1.306 2.307 0.316 0.0723
H -1.369 0.527 0.335 0.0538
H -1.210 1.357 1.833 0.0726
```

Properties
Structure (SMILES): CCOC.N
HOMO level (eV): -9.6202


Entry 2
2 unconnected molecules or ions with the total composition C3H11NO, computed with ωB97M-V with the def2-TZVPD basis set.

```
16
Properties=species:S:1:pos:R:3:lowdin_charge:R:1
C -3.586 -2.654 1.684 -0.1777
C -4.162 -3.885 2.361 -0.1783
H -3.980 -2.610 0.664 0.0618
H -2.511 -2.712 1.580 0.0551
H -3.844 -1.715 2.172 0.0607
H -3.890 -3.932 3.418 0.0610
H -5.242 -3.918 2.306 0.0558
H -3.802 -4.796 1.882 0.0617
N 1.983 2.119 -0.403 0.0108
C 3.128 1.952 -1.261 -0.3617
O 3.095 2.692 -2.477 -0.0769
H 1.710 3.094 -0.359 0.0714
H 1.187 1.579 -0.722 0.0637
H 4.003 2.275 -0.708 0.1061
H 3.275 0.893 -1.484 0.1098
H 2.179 2.680 -2.787 0.0768
```

Properties
Structure (SMILES): NCO.CC
HOMO level (eV): -9.8474


The winner here is entry 2, beating the second structure by 0.0242 hartree.


Entry 1
2 unconnected molecules or ions with the total composition C3H11NO, computed with ωB97M-V with the def2-TZVPD basis set.

```
16
Properties=species:S:1:pos:R:3:lowdin_charge:R:1
C -1.897 -0.299 0.039 -0.1270
N 1.483 0.268 3.077 0.0088
H -2.159 -0.033 1.069 0.0862
H -2.574 0.232 -0.647 0.0878
H -2.004 -1.382 -0.098 0.0840
H 1.747 1.054 2.507 -0.0023
H 1.015 -0.451 2.546 -0.0088
H 0.832 0.581 3.797 0.0049
C 0.114 -0.585 -1.222 -0.2796
O -0.562 0.098 -0.158 -0.2217
C 0.792 0.408 -2.138 -0.0775
H -0.620 -1.130 -1.813 0.1070
H 0.808 -1.281 -0.736 0.1189
H 1.209 -0.130 -2.979 0.0705
H 1.581 0.979 -1.662 0.0731
H 0.052 1.092 -2.538 0.0756
```

Properties
Structure (SMILES): CCOC.N
HOMO level (eV): -9.6764


Entry 2
2 unconnected molecules or ions with the total composition C3H11NO, computed with ωB97M-V with the def2-TZVPD basis set.

```
16
Properties=species:S:1:pos:R:3:lowdin_charge:R:1
C 1.476 0.006 1.347 -0.0882
C 1.057 -0.074 -0.113 -0.5297
C 0.183 1.149 -0.377 -0.0944
N 0.306 -1.316 -0.345 0.0259
H 1.682 1.038 1.638 0.0757
H 2.396 -0.568 1.497 0.0739
H 0.732 -0.505 1.965 0.0766
H 1.963 0.012 -0.704 0.1236
H -0.334 1.072 -1.339 0.0702
H 0.812 2.031 -0.347 0.0742
H -0.604 1.036 0.366 0.0721
H -0.502 -1.114 0.248 0.0428
H -0.162 -1.321 -1.248 0.0593
H -2.926 -1.020 -0.273 0.0342
H -3.226 0.228 -1.156 0.0382
O -2.852 -0.655 -1.157 -0.0544
```

Properties
Structure (SMILES): CC(C)N.O
HOMO level (eV): -9.3329


The winner here is entry 2, beating the second structure by 0.0126 hartree.


Entry 1
A single C7H7NO2 molecule, computed with ωB97M-V with the def2-TZVPD basis set.

```
17
Properties=species:S:1:pos:R:3:lowdin_charge:R:1
C 0.243 1.004 1.031 0.0552
C -0.873 0.419 1.036 -0.0092
C 1.075 -0.749 -0.265 -0.0925
C 1.247 0.567 0.269 -0.2336
C 0.307 -1.756 0.227 0.0380
C -1.741 -0.436 0.561 -0.0437
C 2.222 1.558 -0.359 -0.0179
N -2.901 0.144 -0.168 -0.4046
O -3.818 -0.633 -0.370 0.0560
O -2.759 1.249 -0.643 0.0746
H 1.317 -0.788 -1.301 0.1120
H 0.038 -2.530 -0.401 0.0614
H 0.151 -1.965 1.216 0.0607
H -1.965 -1.521 0.798 0.1454
H 2.937 1.684 0.324 0.0380
H 1.782 2.438 -0.632 0.0532
H 2.735 1.317 -1.325 0.1072
```

Properties
Structure (SMILES): C=CC(C)=C=C=C[N+](=O)[O-]
HOMO level (alpha / beta) (eV): -9.2741 / -9.2732


Entry 2
A single C7H7NO2 molecule, computed with ωB97M-V with the def2-TZVPD basis set.

```
17
Properties=species:S:1:pos:R:3:lowdin_charge:R:1
C -0.428 1.352 0.135 -0.0355
C -0.355 -0.915 -0.317 -0.0230
C -1.258 0.308 -0.041 -0.0591
C 0.913 -0.927 0.011 -0.2368
C 1.034 1.407 -0.163 -0.1571
C 0.453 -2.235 -0.338 -0.0585
C 1.767 0.165 0.491 -0.1008
N -2.733 0.148 0.033 -0.3919
O -3.444 1.019 -0.371 0.1041
O -3.069 -0.899 0.488 0.1089
H -0.902 2.371 0.181 0.1351
H 1.133 1.266 -1.195 0.1018
H 1.398 2.461 0.184 0.1474
H 0.276 -3.100 0.484 0.1238
H 0.773 -2.742 -1.334 0.1037
H 1.685 0.195 1.621 0.1441
H 2.758 0.127 0.131 0.0937
```

Properties
Structure (SMILES): O=[N+]([O-])C1=CCCC2=C1C2
HOMO level (eV): -8.7990


The winner here is entry 2, beating the second structure by 0.0470 hartree.